C42H107N5O14 | wB97M-V/def2-TZVPD

Last column: Mulliken spin population.
Geometry (Å):
C  3.7582  3.8364  1.7207  -0.0042
O  2.8396  4.2255  0.7143  0.0115
C  1.4610  4.2123  1.1701  -0.0168
C  0.6871  4.7384  -0.0391  -0.0131
N  0.7893  3.8644  -1.1803  -0.0591
C  0.1828  4.3885  -2.3726  0.0970
C  0.7293  3.6030  -3.6302  -0.3352
O  2.1983  3.8511  -3.6399  -0.4914
C  2.7684  3.3245  -4.8156  1.1839
H  3.3209  4.0980  2.6843  -0.0099
H  4.7593  4.2417  1.5738  -0.0027
H  3.9643  2.7703  1.6253  0.0166
H  1.2655  4.7342  2.1069  -0.0002
H  1.1696  3.1742  1.3295  0.0006
H  1.0417  5.7016  -0.4060  -0.0122
H  -0.3288  4.8666  0.3344  0.0080
H  1.7883  3.7576  -1.2831  0.0046
H  0.3498  5.4401  -2.6056  0.0330
H  -0.9050  4.3489  -2.3169  0.0259
H  0.2937  3.9741  -4.5579  -0.0642
H  0.4268  2.5827  -3.3945  0.1209
H  2.4667  3.8593  -5.7162  -0.0564
H  2.6462  2.2509  -4.9594  -0.0525
H  3.8337  3.5545  -4.8306  -0.1853
C  -10.1969  6.3622  -1.7131  0.0008
O  -9.4379  5.8263  -0.6851  -0.0008
C  -9.8862  4.5312  -0.2285  0.0010
C  -8.9723  3.9736  0.8607  0.0006
N  -7.7042  3.4926  0.2580  -0.0020
C  -6.8008  2.8775  1.3020  -0.0017
C  -5.5243  2.3321  0.6161  0.0330
O  -4.7908  3.4409  0.0837  -0.0253
C  -3.7312  3.0880  -0.8285  -0.0171
H  -11.2631  6.5303  -1.5617  0.0000
H  -10.1209  5.7998  -2.6437  -0.0002
H  -9.8042  7.3330  -2.0155  0.0001
H  -9.9336  3.8529  -1.0804  -0.0001
H  -10.8950  4.6775  0.1577  0.0002
H  -9.4734  3.1114  1.3007  -0.0001
H  -8.8297  4.7741  1.5866  0.0000
H  -7.2048  4.3236  -0.0253  0.0006
H  -7.3872  2.1491  1.8620  -0.0048
H  -6.4898  3.7023  1.9430  0.0011
H  -5.8942  1.8351  -0.2807  0.0038
H  -4.8505  1.6892  1.1825  -0.0084
H  -2.8920  2.6182  -0.3156  -0.0017
H  -3.3378  3.9862  -1.3047  -0.0093
H  -4.0373  2.4291  -1.6411  0.0387
C  -1.0426  7.2182  2.6729  0.0066
O  -1.2029  5.8279  2.5227  -0.0018
C  -2.4803  5.2960  2.7159  0.0021
C  -2.4146  3.7909  2.5024  -0.0009
N  -1.7124  3.0754  3.5784  -0.0001
C  -1.4095  1.6571  3.1898  -0.0294
C  -0.1804  1.1457  3.9655  0.0102
O  0.8520  2.1481  3.7895  -0.0140
C  1.9610  2.0100  4.6522  0.0034
H  -1.5327  7.7596  1.8637  0.0000
H  0.0146  7.4835  2.6808  -0.0005
H  -1.5012  7.5000  3.6207  -0.0007
H  -3.1638  5.8026  2.0345  -0.0004
H  -2.9215  5.4452  3.7014  0.0011
H  -1.9260  3.6370  1.5403  0.0001
H  -3.3756  3.3390  2.2569  0.0001
H  -0.7733  3.4208  3.7157  0.0001
H  -1.1817  1.6597  2.1239  0.0082
H  -2.2468  0.9788  3.3541  -0.0040
H  0.1173  0.1484  3.6415  0.0210
H  -0.4721  1.0123  5.0072  -0.0038
H  1.5499  1.9597  5.6604  -0.0006
H  2.7525  2.7536  4.5590  0.0043
H  2.4401  1.0890  4.3201  0.0003
C  6.2757  -1.6299  -5.3320  1.7857
O  5.8134  -2.0824  -4.0647  -1.4142
C  4.4788  -2.5177  -4.0466  0.9097
C  3.9658  -2.3887  -2.5834  -0.8273
N  4.9517  -2.9342  -1.6930  -0.1280
C  4.9080  -4.4440  -1.5236  0.1570
C  6.0052  -5.0097  -0.7178  -0.0586
O  7.2403  -4.8376  -1.3998  -0.0615
C  8.3033  -5.5626  -0.8436  -0.0113
H  5.5949  -0.8483  -5.6691  -0.3330
H  6.2482  -2.4634  -6.0339  0.0539
H  7.2971  -1.2764  -5.1912  -0.0219
H  4.4244  -3.5011  -4.5135  0.0457
H  3.9698  -1.9338  -4.8135  0.1761
H  3.0167  -2.8807  -2.3705  -0.1132
H  3.7231  -1.3530  -2.3461  0.0828
H  5.7404  -2.7317  -2.2906  0.0231
H  5.0384  -4.8421  -2.5299  0.1278
H  3.9803  -4.7374  -1.0324  -0.0669
H  5.8877  -6.0884  -0.6139  -0.0092
H  6.1088  -4.6047  0.2888  0.0071
H  8.5315  -5.4365  0.2147  0.0015
H  9.2053  -5.3516  -1.4180  -0.0017
H  8.1934  -6.6385  -0.9793  -0.0059
C  -1.6220  -4.2916  1.8646  0.0893
O  -2.6684  -5.2538  1.8961  -0.0917
C  -2.6560  -6.2346  2.9725  0.0282
C  -3.5520  -7.3885  2.6131  0.0082
N  -3.7973  -8.2368  3.8034  -0.0115
C  -4.6196  -9.3645  3.4522  -0.0011
C  -4.8066  -10.2913  4.6947  0.0006
O  -5.9783  -11.1459  4.5592  -0.0016
C  -6.0866  -11.9741  5.7311  0.0002
H  -0.6409  -4.6447  1.5469  0.0048
H  -1.5478  -3.7045  2.7799  0.0190
H  -2.0103  -3.5606  1.1554  -0.0155
H  -2.7903  -5.6964  3.9108  0.0091
H  -1.6744  -6.7063  3.0195  0.0004
H  -3.1402  -7.9370  1.7659  0.0076
H  -4.4792  -6.9950  2.1966  0.0107
H  -4.2650  -7.5431  4.3692  0.0014
H  -4.2090  -9.9076  2.6011  0.0007
H  -5.5765  -8.9874  3.0914  0.0014
H  -4.9177  -9.6820  5.5916  0.0004
H  -3.9454  -10.9542  4.7783  0.0013
H  -6.2023  -11.4700  6.6905  0.0000
H  -5.2134  -12.6243  5.7844  0.0002
H  -6.9243  -12.6365  5.5129  -0.0003
C  4.3121  -0.3916  2.4763  -0.0046
C  4.8749  -1.2357  1.3181  0.0096
C  6.2149  -1.8005  1.5874  0.0209
O  3.9991  -2.2490  1.0483  0.0034
H  4.3668  -0.8973  3.4403  -0.0053
H  3.2548  -0.1268  2.4690  0.0039
H  4.9267  0.5065  2.5389  0.0029
H  4.9018  -0.5680  0.4569  0.0070
H  6.7268  -2.0657  0.6624  -0.0041
H  6.3565  -2.6476  2.2586  -0.0041
H  6.7761  -0.9678  2.0115  0.0014
H  4.2361  -2.6457  0.2069  0.0206
C  6.8475  0.9936  -2.1148  0.0003
C  5.8265  2.0760  -2.5290  0.3070
C  4.5056  1.8007  -1.9118  -0.1244
O  6.3351  3.2400  -2.0369  -0.1717
H  7.8227  1.3003  -2.4928  -0.0723
H  6.7161  0.0359  -2.6185  0.0134
H  6.9463  0.8000  -1.0466  0.0212
H  5.7177  2.0710  -3.6135  -0.0058
H  4.2425  0.7725  -2.1602  0.0381
H  3.7421  2.5041  -2.2442  -0.0592
H  4.6253  1.8718  -0.8307  0.0102
H  5.8327  3.9721  -2.4020  0.0410
C  -0.0387  -0.8582  0.4315  -0.0659
C  0.5717  0.4252  -0.0893  0.1036
C  1.1324  0.0876  -1.4679  -0.3582
O  -0.4111  1.4733  -0.1536  -0.0788
H  0.7327  -1.6119  0.5897  -0.0153
H  -0.7343  -1.2776  -0.2954  0.0497
H  -0.5315  -0.6866  1.3885  -0.0210
H  1.4152  0.6923  0.5472  0.0015
H  1.8071  -0.7629  -1.3703  0.0197
H  1.7095  0.9376  -1.8321  0.0314
H  0.4371  -0.0743  -2.2915  0.3340
H  0.0790  2.2483  -0.4380  0.0078
C  -2.4556  0.9671  -4.0410  0.1788
C  -1.6627  0.3161  -5.1960  -0.0122
C  -1.4700  -1.1791  -5.0599  0.4995
O  -2.3627  0.5178  -6.4032  -0.2342
H  -1.9867  0.7356  -3.0847  -0.0645
H  -3.3810  0.3929  -4.0870  -0.0026
H  -2.5141  2.0501  -4.1497  0.1001
H  -0.6454  0.7073  -5.2095  0.0482
H  -1.0186  -1.3740  -4.0871  -0.1365
H  -0.8379  -1.6496  -5.8131  -0.0435
H  -2.4252  -1.6845  -4.9172  -0.0067
H  -3.2929  0.2912  -6.3321  0.0284

The net charge is -1. As for the orbital gap (spin up / spin down): 1.27 / 8.91 eV. The LUMO energy (spin up / spin down) is 1.992 / 1.981 eV. Its spin multiplicity is 2. The expectation value of S² is 0.75. As for the largest force on an atom: 2.7 eV/A. As for the HOMO energy (spin up / spin down): 0.7 / -6.9 eV.



C3H5Cl3S | wB97M-V/def2-TZVPD

Last column: Mulliken charge in e.
Geometry (Å):
C  0.4958  0.1283  -0.5834  -0.8384
C  -1.4346  1.9135  2.0580  -0.4794
C  -0.1498  1.2162  -0.9554  0.5983
S  -0.9677  0.3952  2.3687  0.0838
Cl  0.6512  2.6103  -1.4927  -0.1738
Cl  -1.8397  1.3869  -0.8889  -0.1284
Cl  -1.2986  -0.3423  4.5445  -0.4292
H  -0.0551  -0.7742  -0.2728  0.3656
H  1.6572  0.0345  -0.5578  0.2219
H  0.3649  0.4072  2.7288  0.2230
H  -2.6185  1.8933  1.6885  0.2069
H  -1.1968  2.7777  2.5888  0.3497

The net charge is 0. As for the orbital gap: 8.66 eV. The LUMO energy is -0.455 eV. As for the largest force on an atom: 4.4 eV/A. As for the HOMO energy: -9.1 eV. The value obtained for the relative energy (zero: lowest compared OMol25 entry of this formula, charge and spin) is 309.9 kJ/mol.



> Which of these has the highest largest force on an atom?

C3H5Cl3S



> Look up the net charge of the first one.

-1



> Which of these has the lowest largest force on an atom?

C42H107N5O14